DFT (ωB97M-V/def2-TZVPD) results for C19H10ClN3O9PbS as an isolated structure.

The total energy comes out at -2622.56990 Ha. The calculation puts the HOMO-LUMO gap at 7.753 eV. As for the strongest force on any atom: 0.10 eV Å⁻¹. The value obtained for the relative energy (zero: lowest compared OMol25 entry of this formula, charge and spin) is 0.0 kJ/mol. The HOMO energy is -8.5 eV.

Structure (ORCA input):
```
! wB97M-V def2-TZVPD RIJCOSX def2/J DEFGRID3
* xyz 0 1
Pb -2.16764 -0.56476 1.32190
Cl -1.55420 -0.87205 -6.31219
C -1.42101 -0.71313 -4.58658
C -0.19794 -0.98709 -3.95868
C -0.06795 -0.86337 -2.60059
C -1.15407 -0.46794 -1.78589
O -0.95520 -0.34263 -0.50305
C -2.38684 -0.19756 -2.43724
C -3.57870 0.21783 -1.74352
O -3.72520 0.35776 -0.53025
C -2.49415 -0.32547 -3.83870
H 0.64560 -1.30431 -4.55753
H 0.87197 -1.08764 -2.11467
H -4.44231 0.42961 -2.39694
H -3.44283 -0.11369 -4.31700
S -0.99961 1.43512 4.05365
C -1.13858 2.46974 2.62409
C -1.01629 3.84458 2.75977
C -1.14597 4.62454 1.62276
C -1.34678 4.01024 0.39584
C -1.44015 2.63103 0.35495
N -1.36532 1.87674 1.45263
H -0.79306 4.27855 3.72442
H -1.05724 5.70053 1.69165
H -1.42418 4.58267 -0.51694
H -1.58649 2.09292 -0.57242
O 1.72712 0.77369 3.91002
C 1.06588 0.05111 3.23062
O -0.34090 0.11031 3.28871
C 1.57123 -0.92367 2.24483
C 2.93432 -0.81627 1.99180
C 3.52979 -1.60906 1.03741
C 2.78896 -2.52432 0.30416
C 1.45438 -2.65693 0.57785
C 0.75956 -1.88193 1.55675
O -0.48669 -2.03761 1.76511
N 0.71818 -3.63709 -0.22879
O -0.12983 -4.30904 0.31346
O 1.03014 -3.72278 -1.40501
N 4.96037 -1.47225 0.77269
O 5.44515 -2.19085 -0.08000
O 5.57882 -0.64856 1.41788
H 3.52423 -0.09691 2.54090
H 3.25344 -3.12004 -0.46785
*
```

Atom charges from the natural (NBO) analysis, given in e for atoms 1 to 4: 1.5365 -0.0004 -0.1017 -0.1436